A structure of composition C5H4Br3NOS at a distorted geometry. Source: the OMol25 dataset; level of theory: ωB97M-V/def2-TZVPD.

* electronic energy: -8443.0009 Eh

Geometry as ORCA input:
```
! wB97M-V def2-TZVPD RIJCOSX def2/J DEFGRID3
* xyz 0 1
C 0.4650 -0.5421 0.4903
C -0.8932 -0.9329 0.2430
C 0.6241 0.7177 -0.0694
C -1.4040 0.1156 -0.4866
C -3.7403 0.9507 0.2713
N -0.5071 1.0522 -0.7308
O -2.6359 1.6675 -2.0111
S -2.9454 0.4084 -1.2308
Br -5.0781 2.2135 0.0383
Br -4.1041 -0.4150 1.4327
Br -4.4958 -2.7127 -0.7334
H 1.0838 -1.1939 1.0658
H -1.2590 -1.8182 0.5873
H 1.5012 1.3490 -0.0108
H -0.8688 1.7684 -1.3808
*
```



A structure of composition C12H10 at a distorted geometry. Source: the OMol25 dataset; level of theory: ωB97M-V/def2-TZVPD.

* electronic energy: -463.1198 Eh

Geometry as ORCA input:
```
! wB97M-V def2-TZVPD RIJCOSX def2/J DEFGRID3
* xyz 0 1
C 3.5892 -0.0509 -0.0258
C 2.8858 -1.1335 -0.4215
C 1.5297 -1.1429 -0.3321
C 0.8022 -0.0278 0.1011
C 1.4781 1.1260 0.3853
C 2.9307 1.1516 0.4057
C -0.7297 -0.0272 0.0166
C -1.4017 1.1796 -0.3835
C -2.8187 1.0945 -0.4353
C -3.5262 -0.0249 -0.0730
C -2.8643 -1.1289 0.4304
C -1.4688 -1.0936 0.4006
H 4.7059 -0.1572 -0.2466
H 3.2452 -1.8703 -0.7305
H 0.6841 -2.1527 -0.7093
H 1.0595 1.8993 0.7365
H 3.4611 1.9903 0.7270
H -1.0364 2.1165 -0.6002
H -3.2945 1.9616 -0.6432
H -4.7339 0.2336 0.0354
H -3.4229 -2.0238 0.7025
H -1.0744 -1.9193 0.6601
*
```



A structure of composition C45H52N8O5PSScSi at a distorted geometry. Source: the OMol25 dataset; level of theory: ωB97M-V/def2-TZVPD.

* electronic energy: -4350.2567 Eh

Geometry as ORCA input:
```
! wB97M-V def2-TZVPD RIJCOSX def2/J DEFGRID3
* xyz 0 1
Sc -0.1500 0.0724 -0.1727
C -5.1941 1.1147 -3.3405
C -3.8414 0.9476 -3.6039
C -2.9827 0.4946 -2.6137
C -3.4763 0.2109 -1.3461
C -4.8357 0.3621 -1.0830
C -5.6886 0.8134 -2.0771
N -2.5457 -0.2577 -0.3473
N -3.1135 -0.7451 0.6476
C -2.2845 -1.2348 1.6753
C -2.9730 -1.9434 2.6659
C -2.2624 -2.5245 3.6973
C -0.8778 -2.3734 3.7186
C -0.2275 -1.6488 2.7276
C -0.8958 -1.0350 1.6698
H -5.8630 1.4587 -4.1192
H -3.4481 1.1669 -4.5880
H -1.9322 0.3553 -2.8184
H -5.2139 0.1060 -0.1027
H -6.7458 0.9219 -1.8675
H -4.0488 -2.0490 2.5860
H -2.7676 -3.0909 4.4690
H -0.3020 -2.8178 4.5235
H 0.8495 -1.5407 2.8007
C 1.6411 1.8346 -2.7919
C 2.1977 2.1327 -1.4304
C 3.1864 3.0772 -1.2971
C 3.7200 3.3111 -0.0241
C 3.2396 2.6280 1.0530
C 2.1620 1.7008 0.8972
N 1.6942 1.4593 -0.3674
N 1.5502 1.0384 1.8822
Si 1.7557 1.2475 3.5720
C 2.9221 -0.0149 4.3347
C 0.0907 1.1164 4.4622
C 2.3786 2.9412 4.1438
H 2.3100 2.2178 -3.5612
H 0.6627 2.3042 -2.9079
H 1.5036 0.7658 -2.9356
H 3.5534 3.6036 -2.1668
H 4.5303 4.0206 0.1024
H 3.6728 2.7622 2.0298
H 2.6771 -1.0387 4.0352
H 2.8715 0.0335 5.4261
H 3.9586 0.1789 4.0426
H -0.6343 0.4815 3.9528
H -0.3467 2.1117 4.5952
H 0.2427 0.6946 5.4600
H 3.4692 3.0096 4.1664
H 2.0168 3.1413 5.1561
H 2.0145 3.7428 3.4941
N -1.1318 1.8193 1.4007
C -1.0214 3.1603 0.8287
C -1.9063 4.2528 1.4590
C -3.2676 3.8090 2.0048
C -4.2276 3.1476 1.0023
N -4.1444 3.6774 -0.3559
C -4.4414 4.9166 -0.6903
N -3.9864 5.4098 -1.8482
N -5.2181 5.6628 0.1116
C -1.1695 3.0554 -0.7038
O -1.4559 4.0704 -1.3620
O -0.9724 1.9081 -1.1795
H -2.0430 1.6160 1.7881
H -0.4308 1.6595 2.1156
H 0.0251 3.4569 0.9588
H -2.0398 5.0358 0.7112
H -1.3664 4.7070 2.2929
H -3.7576 4.6797 2.4474
H -3.1194 3.1061 2.8286
H -5.2582 3.2439 1.3545
H -4.0496 2.0778 0.9146
H -3.5281 3.1935 -0.9986
H -3.0768 5.0463 -2.1291
H -4.1755 6.3722 -2.0707
H -5.7164 5.2355 0.8712
H -5.5116 6.5769 -0.1816
O -1.2914 -2.5062 -3.0359
S -0.3005 -2.1916 -2.0504
O -0.6305 -2.4892 -0.6593
O 0.1495 -0.7594 -2.0871
C 1.1698 -3.1016 -2.3933
C 1.2064 -3.9475 -3.4911
C 2.3494 -4.6922 -3.7288
C 3.4306 -4.5923 -2.8630
C 3.3776 -3.7464 -1.7659
C 2.2489 -2.9714 -1.5146
P 2.1751 -1.8592 -0.0203
C 3.8042 -1.0230 -0.1382
C 4.3824 -0.7391 -1.3751
C 5.5473 0.0101 -1.4586
C 6.1558 0.4869 -0.3071
C 5.5729 0.2386 0.9269
C 4.3957 -0.4895 1.0075
C 2.4105 -3.2124 1.2218
C 3.5650 -3.4558 1.9615
C 3.6073 -4.4938 2.8863
C 2.5047 -5.3107 3.0738
C 1.3604 -5.0970 2.3165
C 1.3110 -4.0566 1.4043
H 0.3378 -4.0145 -4.1319
H 2.3943 -5.3576 -4.5811
H 4.3222 -5.1797 -3.0429
H 4.2215 -3.6892 -1.0888
H 3.9229 -1.1049 -2.2849
H 5.9772 0.2249 -2.4289
H 7.0673 1.0676 -0.3732
H 6.0235 0.6313 1.8304
H 3.9176 -0.6246 1.9678
H 4.4504 -2.8588 1.8118
H 4.5130 -4.6635 3.4554
H 2.5368 -6.1108 3.8028
H 0.4956 -5.7359 2.4449
H 0.4067 -3.8831 0.8334
*
```



A structure of composition C15H28F6NO3P2Sc at a distorted geometry. Source: the OMol25 dataset; level of theory: ωB97M-V/def2-TZVPD.

* electronic energy: -2911.3668 Eh

Geometry as ORCA input:
```
! wB97M-V def2-TZVPD RIJCOSX def2/J DEFGRID3
* xyz 0 1
C -3.1536 -2.7411 -0.5384
C -2.0304 -1.9338 -0.7751
N -1.5458 -1.0601 0.1948
C -2.0147 -1.2651 1.4573
C -3.0706 -2.1258 1.7599
C -3.6830 -2.8517 0.7392
C -1.3653 -2.0266 -2.0518
P 0.3556 -1.5206 -2.0653
Sc -0.3068 0.7407 -0.6325
P -0.5207 0.9691 2.4473
C -1.3596 -0.6120 2.6747
O -2.5535 -0.2982 -3.5899
O -0.8220 1.1295 -2.6237
H -3.5583 -3.3267 -1.3626
H -3.4005 -2.2025 2.7919
H -4.5298 -3.4936 0.9564
C 1.2202 -3.0607 -1.5951
C 0.7856 -1.3877 -3.8404
H -2.1238 -0.4307 3.4540
H -0.6062 -1.3023 3.1102
H -2.2015 -1.0390 -3.0342
H -1.4917 -2.9791 -2.5638
C 0.4288 1.3466 3.9098
C -1.7189 2.2550 2.1940
H -1.6802 2.2365 -0.2557
H -0.3205 1.7846 -3.1698
H -1.6169 0.6713 -3.1530
H -3.4479 -0.0733 -3.2639
H 0.3756 0.7943 1.3347
H -1.1163 2.6755 -0.3924
H 1.1936 -3.7731 -2.4373
H 2.2596 -2.7960 -1.3425
H 0.7251 -3.4958 -0.7137
H 0.7552 -2.3783 -4.3198
H 0.1013 -0.6984 -4.3583
H 1.8083 -0.9817 -3.9107
H -2.1751 2.5423 3.1503
H -1.2199 3.1273 1.7560
H -2.5186 1.9208 1.5268
H -0.2388 1.7217 4.7015
H 0.9616 0.4598 4.2824
H 1.1597 2.1317 3.6738
C 3.3854 2.0104 0.8276
C 2.8757 1.4185 -0.4627
O 1.5066 1.0793 -0.4936
C 3.0846 2.4616 -1.6199
F 4.3787 2.8268 -1.8248
F 2.5887 2.0053 -2.8040
F 2.3696 3.5973 -1.3262
C 3.7565 0.1554 -0.7684
F 5.1002 0.3624 -0.6541
F 3.4177 -0.8348 0.1140
F 3.5371 -0.3476 -2.0154
H 2.8073 2.9056 1.0736
H 4.4491 2.2839 0.7473
H 3.2721 1.2754 1.6305
*
```



A cluster of 2 separate species, C11H23N2S in total at a distorted geometry. Source: the OMol25 dataset; level of theory: ωB97M-V/def2-TZVPD.

* electronic energy: -940.2799 Eh

Geometry as ORCA input:
```
! wB97M-V def2-TZVPD RIJCOSX def2/J DEFGRID3
* xyz 1 1
C 0.0378 0.3289 0.4468
C 3.1587 2.0600 -0.2733
C -0.7901 -0.4156 1.4241
C 2.1040 1.2775 -0.2462
C 3.9436 2.3640 -1.4761
C 1.6680 -2.4803 -1.6403
C -5.7878 -0.1781 1.8127
C 1.3413 0.9230 0.9839
C 1.4833 0.5650 -1.4307
C 1.2809 -1.6034 -0.4252
C -5.0225 0.1682 2.8445
N -2.4882 -0.8422 -0.6872
N 0.4904 -0.3524 -0.7612
S -1.9245 -1.5717 0.7943
H -0.5178 1.2090 0.0669
H 3.5846 2.5312 0.6100
H -0.2798 -1.0362 2.0892
H 3.9659 3.4977 -1.6719
H 5.0153 2.1551 -1.4798
H 3.5881 1.9934 -2.3437
H 2.6458 -2.6819 -1.8373
H 1.2167 -3.5675 -1.5627
H 1.3178 -1.9801 -2.5891
H -1.2221 0.4379 2.0064
H -5.6299 -1.0963 1.2820
H -6.5216 0.3956 1.3541
H 1.1716 1.7669 1.6459
H 1.8490 0.1153 1.5620
H 0.9679 1.2627 -2.0633
H 2.1727 -0.0474 -2.0298
H 2.2520 -1.3193 0.1265
H 0.5541 -2.2054 0.1707
H -4.0503 -0.4177 3.0640
H -5.0168 1.0888 3.3030
H -3.2721 -0.0734 -0.4519
H -2.9861 -1.5662 -1.2566
H -0.3001 -0.7051 -1.3606
*
```



A cluster of 2 separate species, C6H13N in total. Source: the OMol25 dataset; level of theory: ωB97M-V/def2-TZVPD.

* electronic energy: -290.9645 Eh

Geometry as ORCA input:
```
! wB97M-V def2-TZVPD RIJCOSX def2/J DEFGRID3
* xyz 0 1
C 3.0984 -0.2995 0.6456
C 0.5498 -0.9510 -0.7572
C 0.4754 0.4850 -1.1670
N -0.8558 0.0472 -0.8011
C -2.0799 0.8549 -0.8815
C -1.4739 0.4685 0.4281
C -1.9955 -0.6355 1.3058
H 2.9881 0.7312 0.9961
H 3.6271 -0.3013 -0.3135
H 3.6556 -0.8877 1.3763
H 0.6733 -1.5426 -1.6788
H 2.1052 -0.7458 0.5117
H 0.5262 0.7504 -2.2283
H 0.8953 1.2625 -0.5212
H -2.9923 0.3837 -1.2356
H -1.9351 1.8876 -1.2012
H -0.9324 1.2590 0.9494
H -2.6740 -0.2542 2.0756
H -2.5166 -1.3922 0.7120
H -1.1389 -1.1201 1.7847
*
```



What is the formula in the fourth record? C15H28F6NO3P2Sc